(1)
Below is a structure of composition C26H34N3O7P2S2Ta, with properties calculated with ωB97M-V with the def2-TZVPD basis set.

Geometry as XYZ:
```
75
Properties=species:S:1:pos:R:3:lowdin_charge:R:1
Ta 0.20 0.76 -0.27 1.6708
O -3.83 -4.12 2.61 0.0169
C -4.43 -3.39 1.80 -0.6619
O -5.59 -3.05 1.58 0.0299
C -3.37 -2.50 1.03 -0.0229
C -3.71 -1.22 0.62 0.0818
C -2.71 -0.35 0.23 -0.1777
N -1.41 -0.73 0.13 0.0022
C -1.10 -2.01 0.48 -0.2006
C -2.03 -2.86 0.99 0.0711
C 0.30 -2.40 0.31 -0.2233
C 0.75 -3.68 0.61 0.0424
C 2.09 -3.97 0.52 0.0094
C 2.97 -2.97 0.12 -0.0056
C 2.44 -1.74 -0.20 -0.1454
N 1.13 -1.45 -0.13 -0.0461
C -3.05 0.99 -0.27 -0.2394
C -4.16 1.69 0.18 0.0306
C -4.44 2.91 -0.40 0.0076
C -3.62 3.38 -1.41 0.0008
C -2.52 2.62 -1.78 -0.1201
N -2.23 1.44 -1.22 0.0338
H -4.75 -0.94 0.60 0.1398
H -1.78 -3.83 1.40 0.1287
H 0.05 -4.44 0.93 0.1302
H 2.46 -4.96 0.77 0.1359
H 4.03 -3.14 0.04 0.1295
H 3.09 -0.95 -0.52 0.0385
H -4.77 1.29 0.98 0.1347
H -5.29 3.50 -0.06 0.1325
H -3.81 4.32 -1.91 0.1291
H -1.85 2.97 -2.55 0.1151
C -1.16 0.21 -3.87 -0.2201
P 0.21 -0.24 -2.79 0.8332
C 0.35 -2.03 -3.00 -0.2098
C 1.69 0.41 -3.66 -0.3631
C 2.94 0.39 -2.78 -0.3647
P 2.63 1.38 -1.28 0.8449
C 2.77 3.05 -1.99 -0.1914
C 4.12 1.29 -0.25 -0.1917
H -0.94 -0.11 -4.89 0.0724
H -1.33 1.29 -3.86 0.0369
H -2.07 -0.28 -3.53 0.0653
H 0.29 -2.25 -4.07 0.0732
H -0.48 -2.54 -2.50 0.0623
H 1.29 -2.41 -2.60 0.0475
H 1.46 1.42 -4.01 0.0902
H 1.84 -0.21 -4.55 0.1074
H 3.79 0.82 -3.31 0.1060
H 3.21 -0.64 -2.52 0.0769
H 3.75 3.10 -2.46 0.0780
H 2.70 3.81 -1.22 0.0635
H 2.00 3.23 -2.74 0.0581
H 4.99 1.44 -0.89 0.0755
H 4.23 0.35 0.29 0.0420
H 4.07 2.10 0.48 0.0661
O 1.46 2.78 0.64 -0.4193
S 0.12 3.18 0.18 0.3544
O -0.25 4.53 0.16 -0.1451
O 0.10 2.49 -1.22 -0.5341
O -0.80 2.21 0.91 -0.4017
O 0.81 0.29 1.56 -0.6482
S 0.83 1.23 2.87 1.1551
C 1.94 0.25 3.90 -0.2761
C 1.10 -0.92 4.40 -0.2071
C -0.20 -0.28 4.88 -0.1898
C -0.66 0.67 3.77 -0.2529
H 2.28 0.91 4.71 0.1188
H 2.80 -0.02 3.28 0.1031
H 1.61 -1.48 5.18 0.1339
H 0.90 -1.59 3.56 0.1114
H -0.02 0.29 5.79 0.1279
H -0.97 -1.02 5.09 0.1349
H -1.18 1.56 4.12 0.1114
H -1.27 0.18 3.01 0.0969
```

Values from the calculation:
* M: 807.60 g/mol
* HOMO level: -0.4601 hartree
* energy above the lowest of the compared OMol25 structures with the same formula, charge and spin: 4.8 kcal/mol
* lowest unoccupied orbital energy: -0.265 hartree
* E: -3237.8090 Eh
* charge: +2

(2)
Below is an isolated molecule of C4H6N2O, with properties calculated with ωB97M-V with the def2-TZVPD basis set.

Geometry as XYZ:
```
13
Properties=species:S:1:pos:R:3:lowdin_charge:R:1
H -0.70 1.73 1.16 0.0714
N -0.79 2.42 0.31 0.0468
C -0.11 1.83 -0.58 -0.3839
N 0.39 0.53 -0.63 -0.0175
C 0.16 -0.77 0.05 -0.3086
C 1.30 -1.40 0.32 0.0724
C -1.22 -1.06 0.55 -0.1543
O -1.30 -2.15 1.18 0.0126
H -0.15 2.50 -1.53 0.1327
H 0.88 0.17 -1.61 0.2011
H 2.24 -0.83 0.06 0.0940
H 1.34 -2.53 0.52 0.1087
H -2.04 -0.43 0.18 0.1245
```

Values from the calculation:
* M: 98.11 g/mol
* HOMO level: -0.3440 hartree
* energy above the lowest of the compared OMol25 structures with the same formula, charge and spin: 86.8 kcal/mol
* lowest unoccupied orbital energy: -0.026 hartree
* E: -340.6566 Eh
* charge: 0

(3)
Below is the ion C7H15N2O2 with charge +1, with properties calculated with ωB97M-V with the def2-TZVPD basis set.

Geometry as XYZ:
```
26
Properties=species:S:1:pos:R:3:lowdin_charge:R:1
C 1.12 1.89 -0.06 0.0127
C 1.75 0.57 -0.17 -0.1757
C 3.23 0.58 -0.55 0.0180
C 1.10 -0.62 -0.04 -0.1750
N 1.77 -1.82 -0.41 0.0458
O 1.19 -2.87 -0.20 0.0279
N -0.38 -0.75 0.34 -0.0591
C -0.52 -1.35 1.71 0.0680
C -1.27 -1.39 -0.69 -0.0758
C -2.62 -0.55 -0.78 -0.1925
O -2.36 0.84 -0.58 -0.0925
H 1.63 2.44 0.79 0.1547
H 1.18 2.35 -0.94 0.0696
H 0.08 1.74 0.07 0.0535
H 3.21 0.20 -1.52 0.0887
H 3.51 1.61 -0.49 0.0901
H 3.80 0.02 0.07 0.0637
H -0.56 0.28 0.20 0.1266
H -0.53 -2.44 1.53 0.1272
H 0.16 -0.82 2.27 0.0927
H -1.48 -1.21 2.02 0.0746
H -0.85 -1.25 -1.60 0.1025
H -1.63 -2.34 -0.59 0.0998
H -3.13 -0.83 -1.83 0.1836
H -3.16 -1.01 0.07 0.1142
H -3.06 1.37 -1.10 0.1570
```

Values from the calculation:
* M: 159.21 g/mol
* HOMO level: -0.4795 hartree
* energy above the lowest of the compared OMol25 structures with the same formula, charge and spin: 120.3 kcal/mol
* lowest unoccupied orbital energy: -0.168 hartree
* E: -535.2881 Eh
* charge: +1

(4)
Below is a cluster of 6 separate species, C26H45FN7O2S2 in total, with properties calculated with ωB97M-V with the def2-TZVPD basis set.

Geometry as XYZ:
```
83
Properties=species:S:1:pos:R:3:lowdin_charge:R:1
O 5.43 -5.99 2.06 0.1287
C 4.69 -5.59 1.15 -0.3917
F 4.25 -6.38 0.05 0.0682
N 4.25 -4.18 1.18 0.1160
C 2.78 -4.16 1.29 -0.5379
O 2.08 -3.27 0.74 0.0291
S 1.76 -5.48 2.19 0.8105
S 0.60 -6.33 0.59 0.6145
H 4.72 -3.66 1.94 0.1167
H 2.60 -6.42 2.76 0.0560
H -0.16 -5.23 0.18 -0.0754
C 5.47 0.08 -2.03 -0.1034
C 4.37 -0.96 -1.87 -0.2614
C 3.80 -1.02 -0.45 -0.1828
C 4.79 -1.48 0.53 -0.2147
N 5.58 -1.83 1.30 0.1503
H 6.34 -0.15 -1.41 0.0710
H 5.80 0.12 -3.07 0.0787
H 5.11 1.08 -1.75 0.0728
H 4.76 -1.94 -2.16 0.1126
H 3.56 -0.72 -2.56 0.0883
H 2.95 -1.71 -0.44 0.0860
H 3.42 -0.04 -0.15 0.1193
C 1.51 3.57 0.28 -0.1374
C 0.23 3.33 -0.50 -0.2700
C 0.12 1.92 -1.07 -0.1974
C 1.14 1.66 -2.09 -0.2234
N 1.94 1.45 -2.89 0.1532
H 2.39 3.49 -0.37 0.0756
H 1.51 4.57 0.71 0.0414
H 1.62 2.85 1.10 0.0677
H 0.14 4.07 -1.30 0.1120
H -0.62 3.50 0.18 0.0790
H -0.87 1.79 -1.51 0.1036
H 0.21 1.18 -0.26 0.1158
C -3.23 5.08 -3.44 -0.0983
C -4.33 4.04 -3.28 -0.2599
C -4.90 3.97 -1.86 -0.1945
C -3.91 3.50 -0.89 -0.2061
N -3.13 3.14 -0.12 0.1613
H -2.36 4.84 -2.82 0.0632
H -2.90 5.12 -4.48 0.0792
H -3.58 6.07 -3.16 0.0802
H -3.94 3.06 -3.58 0.1171
H -5.14 4.28 -3.97 0.0751
H -5.75 3.29 -1.85 0.1110
H -5.27 4.95 -1.56 0.1236
C 0.40 -9.13 6.14 -0.0994
C -0.94 -8.87 5.47 -0.2480
C -0.87 -8.91 3.94 -0.1419
C -0.05 -7.82 3.40 -0.0818
N 0.59 -6.97 2.97 -0.1891
H 1.13 -8.35 5.90 0.0708
H 0.28 -9.14 7.23 0.0838
H 0.81 -10.09 5.84 0.0833
H -1.33 -7.90 5.81 0.1189
H -1.65 -9.63 5.81 0.1203
H -1.88 -8.82 3.54 0.1362
H -0.47 -9.87 3.61 0.1392
C 6.61 3.55 1.96 -0.1071
C 5.91 3.32 3.29 -0.2644
C 4.41 3.02 3.13 -0.1889
C 3.67 4.16 2.60 -0.2165
N 3.09 5.06 2.17 0.1641
H 6.23 4.43 1.45 0.0750
H 7.68 3.71 2.12 0.0753
H 6.50 2.69 1.30 0.0704
H 6.05 4.19 3.93 0.1147
H 6.38 2.47 3.79 0.1090
H 4.00 2.76 4.11 0.1187
H 4.27 2.15 2.49 0.1112
C -10.52 3.43 -4.95 -0.1086
C -9.51 3.38 -3.81 -0.2664
C -8.33 4.34 -4.01 -0.1910
C -7.50 3.97 -5.17 -0.2420
N -6.86 3.68 -6.07 0.1565
H -10.08 3.10 -5.89 0.0748
H -11.36 2.77 -4.73 0.0747
H -10.91 4.44 -5.08 0.0784
H -9.14 2.36 -3.70 0.1127
H -10.01 3.64 -2.88 0.1097
H -7.71 4.33 -3.11 0.0985
H -8.70 5.36 -4.13 0.1255
```

Values from the calculation:
* M: 570.83 g/mol
* HOMO level: -0.4598 hartree
* lowest unoccupied orbital energy: -0.194 hartree
* E: -2447.2857 Eh
* charge: +1

(5)
Below is an isolated molecule of C21H24O3, with properties calculated with ωB97M-V with the def2-TZVPD basis set.

Geometry as XYZ:
```
48
Properties=species:S:1:pos:R:3:lowdin_charge:R:1
C 4.84 0.76 1.72 -0.1178
C 3.99 1.79 0.99 -0.2752
C 3.54 1.28 -0.38 -0.2361
C 2.71 2.32 -1.12 -0.2141
C 2.12 1.80 -2.45 -0.2018
C 0.66 1.37 -2.35 -0.1697
C 0.45 0.18 -1.43 -0.1847
O -0.94 -0.14 -1.44 -0.0250
C -1.34 -1.03 -0.44 -0.3915
C -1.16 -0.46 0.96 -0.1281
C -0.83 -1.28 2.03 -0.0004
C -0.71 -0.73 3.30 -0.0690
C -0.93 0.62 3.51 -0.0855
C -1.27 1.43 2.44 -0.0712
C -1.39 0.89 1.17 -0.0291
O -0.63 -2.27 -0.56 0.1041
C -1.46 -3.31 -0.82 -0.4061
O -1.06 -4.44 -0.94 0.1486
C -2.84 -2.79 -0.88 -0.0645
C -4.04 -3.44 -1.10 0.0107
C -5.19 -2.67 -1.11 -0.0668
C -5.13 -1.30 -0.90 -0.0577
C -3.93 -0.65 -0.67 0.0107
C -2.78 -1.42 -0.66 -0.0566
H 5.74 0.52 1.15 0.0699
H 5.15 1.14 2.70 0.0659
H 4.28 -0.16 1.87 0.0704
H 3.11 2.03 1.59 0.1068
H 4.56 2.71 0.87 0.1078
H 2.97 0.36 -0.25 0.1032
H 4.42 1.04 -0.98 0.1179
H 1.89 2.66 -0.48 0.1098
H 3.34 3.19 -1.32 0.1100
H 2.72 0.97 -2.80 0.1116
H 2.18 2.59 -3.20 0.1063
H 0.05 2.20 -1.98 0.1163
H 0.29 1.10 -3.34 0.1178
H 1.02 -0.69 -1.77 0.1392
H 0.75 0.42 -0.40 0.1164
H -0.65 -2.33 1.88 0.1232
H -0.45 -1.37 4.13 0.1048
H -0.84 1.04 4.50 0.1019
H -1.44 2.49 2.59 0.1040
H -1.64 1.52 0.33 0.1212
H -4.06 -4.50 -1.27 0.1232
H -6.15 -3.14 -1.29 0.1048
H -6.05 -0.72 -0.91 0.1060
H -3.89 0.42 -0.50 0.1184
```

Values from the calculation:
* M: 324.42 g/mol
* HOMO level: -0.3446 hartree
* energy above the lowest of the compared OMol25 structures with the same formula, charge and spin: 0.0 kcal/mol
* lowest unoccupied orbital energy: 0.015 hartree
* E: -1040.3651 Eh
* charge: 0

(6)
Below is a structure of composition C36H28BrN5O6SSn, with properties calculated with ωB97M-V with the def2-TZVPD basis set.

Geometry as XYZ:
```
78
Properties=species:S:1:pos:R:3:lowdin_charge:R:1
Sn 0.80 1.42 -0.11 1.0990
O 1.75 -1.73 3.56 0.0436
C 3.05 -1.61 3.86 -0.2813
C 3.61 -2.54 4.74 -0.0367
C 4.95 -2.48 5.06 -0.1249
C 5.76 -1.50 4.50 -0.1258
C 5.20 -0.57 3.64 -0.0484
C 3.85 -0.60 3.31 -0.0736
C 3.23 0.43 2.39 -0.4583
O 2.09 0.16 1.92 -0.1797
N 3.94 1.52 2.22 0.0391
N 3.31 2.36 1.32 -0.0271
C 4.01 3.36 0.97 -0.1416
C 3.56 4.28 -0.09 -0.2849
C 4.49 5.15 -0.66 -0.0521
C 4.11 5.95 -1.72 -0.0968
C 2.81 5.86 -2.19 -0.0725
C 1.95 4.98 -1.55 -0.1279
N 2.30 4.22 -0.52 0.1012
H 1.59 -1.04 2.84 0.0694
H 2.96 -3.31 5.16 0.1040
H 5.37 -3.21 5.74 0.0857
H 6.82 -1.46 4.73 0.0809
H 5.80 0.21 3.19 0.0975
H 5.01 3.50 1.38 0.1029
H 5.51 5.16 -0.28 0.0969
H 4.83 6.60 -2.20 0.0921
H 2.48 6.43 -3.05 0.0939
H 0.93 4.86 -1.90 0.1018
O 0.62 -2.79 -1.61 0.0464
C -0.40 -2.71 -2.47 -0.2820
C -0.54 -3.72 -3.43 -0.0306
C -1.58 -3.69 -4.34 -0.1211
C -2.49 -2.64 -4.33 -0.1240
C -2.35 -1.64 -3.38 -0.0527
C -1.32 -1.65 -2.45 -0.0985
C -1.24 -0.53 -1.41 -0.4130
O -0.03 -0.50 -0.78 -0.3855
N -2.37 -0.78 -0.48 0.0167
N -2.62 0.09 0.46 0.0308
C -3.43 -0.23 1.41 -0.2269
C -3.74 0.68 2.49 -0.6647
Br -2.59 2.18 2.65 0.7523
C -4.69 0.53 3.43 -0.1450
C -5.78 -0.46 3.45 -0.2171
C -6.36 -1.03 2.31 -0.0474
C -7.41 -1.93 2.41 -0.0946
C -7.92 -2.29 3.64 -0.1159
C -7.38 -1.72 4.79 -0.1052
C -6.33 -0.82 4.69 -0.0543
H 0.61 -1.91 -1.11 0.0761
H 0.19 -4.52 -3.43 0.1076
H -1.67 -4.48 -5.08 0.0868
H -3.30 -2.61 -5.05 0.0816
H -3.04 -0.81 -3.37 0.1131
H -1.46 0.42 -1.91 0.1267
H -2.71 -1.74 -0.38 0.1438
H -3.87 -1.23 1.46 0.1122
H -4.67 1.21 4.27 0.0826
H -6.00 -0.73 1.33 0.1058
H -7.83 -2.35 1.50 0.0977
H -8.74 -2.99 3.72 0.0901
H -7.77 -1.98 5.76 0.0933
H -5.91 -0.38 5.59 0.1073
O 0.38 3.20 -4.02 0.0050
C 0.47 2.25 -3.25 -0.6472
O -0.03 2.19 -2.07 -0.2653
C 1.12 0.97 -3.74 -0.1611
C 0.67 0.47 -4.96 -0.0472
C 1.16 -0.71 -5.49 -0.1138
C 2.14 -1.41 -4.79 -0.1179
C 2.60 -0.92 -3.59 -0.1397
C 2.11 0.27 -3.03 -0.6032
S 2.84 0.84 -1.53 0.5485
H -0.09 1.04 -5.49 0.1085
H 0.77 -1.09 -6.43 0.0851
H 2.53 -2.34 -5.18 0.0891
H 3.36 -1.46 -3.03 0.0902
```

Values from the calculation:
* M: 857.33 g/mol
* HOMO level: -0.0750 hartree
* energy above the lowest of the compared OMol25 structures with the same formula, charge and spin: 0.0 kcal/mol
* lowest unoccupied orbital energy: 0.140 hartree
* E: -5300.5105 Eh
* charge: -2